(1)
{
  "formula": "C20H28N2O5",
  "method": "wB97M-V/def2-TZVPD",
  "charge": 0,
  "e_tot_ha": -1264.4960,
  "smiles": "O=C1C=CC(=O)C=C1.O=C1C=CC(=O)C=C1.NCCCCCCOCCN",
  "e_homo_ev": -9.3,
  "de_lowest_ev": 6.139,
  "gap_ev": 7.599,
  "elements": ["O", "C", "C", "C", "C", "O", "C", "C", "H", "H", "H", "H", "O", "C", "C", "C", "C", "O", "C", "C", "H", "H", "H", "H", "N", "C", "C", "C", "C", "C", "C", "O", "C", "C", "N", "H", "H", "H", "H", "H", "H", "H", "H", "H", "H", "H", "H", "H", "H", "H", "H", "H", "H", "H", "H"],
  "coordinates": [[2.27, 1.86, 3.79], [1.31, 1.38, 3.23], [1.29, -0.05, 2.82], [0.24, -0.58, 2.20], [-0.96, 0.25, 1.90], [-1.92, -0.23, 1.34], [-0.94, 1.67, 2.31], [0.11, 2.20, 2.93], [2.18, -0.63, 3.05], [0.19, -1.62, 1.89], [-1.82, 2.25, 2.07], [0.15, 3.24, 3.23], [-4.91, 6.46, 6.20], [-4.06, 6.06, 5.43], [-3.96, 4.63, 5.08], [-3.03, 4.19, 4.23], [-2.06, 5.12, 3.60], [-1.21, 4.72, 2.83], [-2.16, 6.55, 3.96], [-3.09, 6.99, 4.81], [-4.68, 3.96, 5.55], [-2.95, 3.14, 3.96], [-1.44, 7.21, 3.49], [-3.18, 8.04, 5.08], [-0.65, -3.55, 1.31], [-0.28, -3.88, -0.09], [1.23, -4.14, -0.16], [1.83, -3.67, -1.49], [1.35, -4.46, -2.71], [1.52, -3.58, -3.97], [0.38, -2.54, -4.05], [0.77, -1.20, -3.84], [1.73, -0.72, -4.76], [1.47, 0.73, -5.17], [2.69, 1.39, -5.64], [-1.58, -3.15, 1.32], [-0.64, -4.41, 1.85], [-0.79, -4.78, -0.41], [-0.56, -3.02, -0.70], [1.69, -3.55, 0.63], [1.43, -5.20, -0.03], [2.92, -3.76, -1.47], [1.57, -2.62, -1.63], [0.31, -4.76, -2.60], [1.97, -5.35, -2.82], [2.49, -3.11, -3.87], [1.47, -4.22, -4.85], [-0.33, -2.76, -3.26], [-0.18, -2.66, -4.99], [2.72, -0.75, -4.29], [1.81, -1.35, -5.65], [0.73, 0.80, -5.96], [1.13, 1.26, -4.28], [3.43, 1.26, -4.95], [3.03, 0.91, -6.47]]
}



(2)
{
  "formula": "C20H28N4O2",
  "method": "wB97M-V/def2-TZVPD",
  "charge": 0,
  "e_tot_ha": -1148.4280,
  "smiles": "Cc1cccn2c(CN(C)[C@@H]3CCOC3)c(C(=O)N3CCCCC3)nc12",
  "e_homo_ev": -8.0,
  "de_lowest_ev": 1.444,
  "gap_ev": 8.656,
  "elements": ["C", "C", "C", "C", "C", "N", "C", "C", "N", "C", "C", "C", "C", "O", "C", "C", "C", "O", "N", "C", "C", "C", "C", "C", "N", "C", "H", "H", "H", "H", "H", "H", "H", "H", "H", "H", "H", "H", "H", "H", "H", "H", "H", "H", "H", "H", "H", "H", "H", "H", "H", "H", "H", "H"],
  "coordinates": [[0.27, 4.61, 0.41], [1.26, 3.62, -0.11], [2.30, 3.94, -0.93], [3.19, 2.95, -1.41], [3.03, 1.65, -1.05], [2.01, 1.32, -0.22], [1.62, 0.11, 0.28], [2.38, -1.14, 0.04], [2.39, -1.60, -1.35], [3.26, -2.76, -1.46], [1.10, -1.81, -2.00], [0.55, -0.51, -2.63], [-0.88, -0.41, -2.10], [-0.94, -1.20, -0.93], [-0.08, -2.30, -1.12], [0.49, 0.37, 1.05], [-0.23, -0.66, 1.83], [0.34, -1.71, 2.12], [-1.50, -0.43, 2.23], [-2.35, 0.67, 1.84], [-3.44, 0.17, 0.89], [-4.25, -0.94, 1.56], [-3.30, -2.06, 1.99], [-2.22, -1.49, 2.90], [0.20, 1.70, 1.03], [1.11, 2.26, 0.26], [-0.70, 4.45, -0.05], [0.60, 5.63, 0.21], [0.14, 4.48, 1.48], [2.45, 4.97, -1.23], [4.00, 3.23, -2.06], [3.66, 0.85, -1.39], [2.00, -1.90, 0.74], [3.43, -0.95, 0.30], [4.25, -2.50, -1.08], [2.89, -3.62, -0.89], [3.36, -3.04, -2.51], [1.28, -2.54, -2.78], [0.56, -0.56, -3.72], [1.15, 0.34, -2.33], [-1.17, 0.61, -1.82], [-1.60, -0.80, -2.84], [-0.62, -3.10, -1.65], [0.21, -2.66, -0.14], [-1.74, 1.44, 1.38], [-2.81, 1.08, 2.75], [-4.09, 1.00, 0.62], [-2.97, -0.22, -0.01], [-5.00, -1.33, 0.87], [-4.77, -0.54, 2.44], [-3.84, -2.85, 2.51], [-2.82, -2.48, 1.10], [-1.50, -2.26, 3.18], [-2.67, -1.08, 3.81]]
}